Computed, not measured: a molecular structure, C39H32I2InN12O3S, with ωB97M-V with the def2-TZVPD basis set.

Geometry (Å):
I -3.61585 1.66984 2.06866
I -1.41006 0.49953 7.54699
In 0.17734 -0.11946 0.19879
S 2.31093 1.41689 -0.76480
O -1.61982 -0.70504 1.44043
O -3.50137 -3.10361 -5.75578
O 2.10613 -1.45082 -0.38688
N -2.21184 -3.95208 -0.15483
N -2.63895 2.40513 -4.84770
N 2.61184 -1.10869 -1.56098
N 1.63304 -0.65538 2.06906
N -0.34890 -3.51829 2.87218
N -1.73841 1.49034 -5.27293
N -1.97078 1.08777 -3.13795
N -2.98595 -2.94265 -0.62526
N -4.25277 -4.96421 -6.63671
N 0.30511 1.79008 1.81340
N -0.94882 -2.24601 -0.91234
N -3.56551 -4.24864 -7.62250
C -1.00026 -3.47844 -0.32443
C -4.82018 -4.01135 -1.87970
C -1.34852 0.72414 -4.23955
C -0.82318 0.00101 -8.61653
C -0.78279 -1.21532 3.60822
C -4.18456 -4.25819 -5.56353
C 2.92043 -2.10440 -2.42502
C -0.97326 -1.16710 -9.34998
C -3.14052 -3.17435 -7.05878
C -2.36518 0.56424 3.32513
C -2.75050 2.11711 -3.56855
C -1.58953 -0.45629 2.72499
C -2.32832 0.84411 4.67958
C 1.06209 4.06826 3.17932
C -1.73510 -2.21504 -8.85653
C 3.37847 0.48361 -3.13130
C -1.44540 0.15013 -7.38059
C -5.60163 -5.13847 -1.67601
C -0.74228 -0.94324 4.97049
C 1.87542 0.38109 3.07122
C 0.06166 4.13029 2.22099
C 1.26475 1.72864 2.73520
C 1.47446 -2.01795 2.60478
C -5.48014 -5.68639 -4.01621
C -2.34709 -2.07754 -7.61742
C -0.27457 2.96825 1.55676
C 3.72980 -0.51997 -3.99880
C -4.42271 -3.13204 -0.71550
C -5.93621 -5.96734 -2.74125
C -2.20974 -0.89703 -6.88986
C -1.50180 0.08693 5.50019
C 3.48572 -1.84943 -3.64127
C -4.37983 -3.71783 -3.16251
C 1.67524 2.85633 3.43353
C -1.31323 1.48281 -6.66654
C -4.70067 -4.55119 -4.22641
C 0.04802 -2.32770 3.02988
C -2.22864 -1.94228 -1.06838
C 2.79648 0.21167 -1.87719
H -0.21990 0.81180 -9.01291
H -0.62244 -0.07212 -4.32205
H 3.53493 1.52466 -3.37678
H -2.93168 1.64203 5.09137
H -1.85795 -3.13737 -9.41089
H -3.76578 -2.84129 -3.33988
H -0.44275 5.05764 1.98737
H 1.42925 0.06136 4.01100
H -1.93972 2.22105 -7.15919
H -2.72995 -0.80531 -5.94759
H -3.40649 2.67220 -2.91473
H -1.03120 2.96720 0.78049
H 1.36590 4.95774 3.71716
H 2.94317 0.51731 3.25696
H -0.12305 -4.02997 -0.02266
H 2.14133 -2.19230 3.45597
H 1.74644 -2.72706 1.82530
H -0.48601 -1.26307 -10.31258
H 4.19038 -0.28390 -4.94993
H -0.28425 1.83700 -6.72706
H 2.69308 -3.09258 -2.05716
H 2.46548 2.77551 4.16996
H -4.73904 -3.58697 0.21986
H -6.54396 -6.84648 -2.56854
H 3.72471 -2.67396 -4.29801
H 2.37831 -0.66429 1.37310
H -5.94072 -5.38338 -0.67515
H -1.31314 -3.62329 3.18690
H -5.71474 -6.33191 -4.85309
H -0.11182 -1.54368 5.61775
H -4.87867 -2.14583 -0.79119
H -2.61013 -1.01300 -1.46987

Values from the calculation:
**Spin multiplicity**: 2
**Frontier orbital gap (alpha / beta)**: 0.2134 / 0.2723 Eh
**Relative energy (zero: lowest compared OMol25 entry of this formula, charge and spin)**: 0.0 kcal/mol
**DFT total energy**: -97195.59973 eV

Löwdin analysis output, partial charges in e: 0.941 0.835 0.757 0.630 -0.264 0.123 -0.276 0.137 0.102 -0.208 -0.098 0.183 -0.141 0.086 -0.116 0.125 0.027 0.026 0.125 -0.210 -0.189 -0.158 -0.039 -0.135 -0.290 -0.020 -0.060 -0.295 -0.624 -0.218 -0.469 -0.229 -0.047 -0.016 -0.093 -0.187 -0.026 -0.129 -0.118 -0.045 -0.250 -0.124 -0.016 -0.131 -0.161 -0.075 -0.070 -0.058 0.030 -0.751 -0.065 0.036 -0.011 -0.073 -0.133 -0.314 -0.184 -0.684 0.117 0.140 0.103 0.080 0.119 0.122 0.110 0.118 0.131 0.119 0.104 0.082 0.112 0.136 0.109 0.132 0.116 0.108 0.107 0.130 0.136 0.120 0.126 0.108 0.106 0.069 0.116 0.075 0.117 0.107 0.138 0.121